Entry 1:
11
Properties=species:S:1:pos:R:3 method="wB97M-V/def2-TZVPD" spin_multiplicity=3 e_above_lowest_kj_mol=196.7 e_tot_ev=-12620.8005 lumo_energy_ev="0.2 / -2.6" homo_ev="-6.954 / -10.456" orbital_gap_ev="7.16 / 7.88"
C -0.689 -1.187 -0.384
N -0.739 -1.339 0.918
N -0.707 -0.382 1.736
N -0.150 0.763 -0.142
N -0.299 0.712 1.121
N -1.878 -0.653 -1.197
O -2.186 -1.471 -2.022
O -2.470 0.354 -0.922
H -0.174 -2.014 -0.954
H 0.813 0.785 -0.600
H 0.031 1.458 1.751

Entry 2:
69
Properties=species:S:1:pos:R:3 method="wB97M-V/def2-TZVPD" spin_multiplicity=1 e_tot_ev=-325660.1369 lumo_energy_ev=-3.0 homo_ev=-5.467 orbital_gap_ev=2.51
C -5.903 2.166 -2.533
C -5.690 1.035 -1.366
Ga -4.750 1.735 0.353
C -2.761 1.126 0.211
S -1.515 2.516 0.365
O -0.631 2.644 -0.901
O -0.532 2.128 1.535
C -5.585 0.638 1.940
Br -7.129 1.613 2.822
C -4.469 0.080 3.004
C -3.732 1.233 3.908
Br -5.509 -1.068 4.331
P -4.926 4.041 0.688
C -6.233 4.864 -0.434
C -5.109 4.520 2.527
H -5.221 3.124 -2.418
H -7.058 2.434 -2.642
H -5.600 1.640 -3.561
H -4.996 0.177 -1.820
H -6.687 0.489 -1.041
H -2.457 0.301 0.996
H -2.612 0.613 -0.856
H -2.051 3.765 0.719
H -6.082 -0.327 1.444
H -3.714 -0.674 2.491
H -3.203 2.083 3.281
H -2.966 0.739 4.678
H -4.548 1.779 4.566
H -5.747 5.230 -1.459
H -7.186 4.218 -0.651
H -6.586 5.868 0.106
H -4.520 3.836 3.277
H -6.262 4.547 2.766
H -4.714 5.630 2.708
Mg -0.941 -0.097 2.047
C 4.890 -3.803 0.790
C 3.971 -2.584 0.801
N 4.644 -1.329 0.456
C 3.831 -0.140 0.737
C 2.542 0.038 -0.059
C 5.361 -1.304 -0.820
C 4.562 -1.602 -2.085
H 5.751 -3.655 1.451
H 4.343 -4.683 1.146
H 5.255 -4.033 -0.215
H 3.568 -2.502 1.817
H 3.119 -2.780 0.141
H 4.448 0.760 0.615
H 3.570 -0.154 1.804
H 2.742 0.362 -1.082
H 1.927 0.817 0.407
H 1.941 -0.873 -0.089
H 6.188 -2.023 -0.763
H 5.861 -0.334 -0.940
H 3.888 -2.454 -1.967
H 5.249 -1.842 -2.905
H 3.979 -0.737 -2.406
C 7.349 -5.100 -2.357
C 6.404 -4.388 -3.303
O 6.395 -5.041 -4.563
H 8.364 -5.117 -2.768
H 7.371 -4.605 -1.382
H 7.045 -6.142 -2.217
H 6.724 -3.353 -3.457
H 5.385 -4.378 -2.905
H 6.102 -5.957 -4.417
Br -0.541 4.765 0.441
Li 6.470 -2.232 1.690
Cl -1.072 1.755 -2.677